{"formula": "C41H92N6O9", "method": "ωB97M-V with the def2-TZVPD basis set", "species": ["C", "C", "C", "C", "C", "C", "N", "O", "C", "C", "C", "H", "H", "H", "H", "H", "H", "H", "H", "H", "H", "H", "H", "H", "H", "H", "H", "H", "H", "H", "C", "C", "C", "C", "C", "C", "N", "O", "C", "C", "C", "H", "H", "H", "H", "H", "H", "H", "H", "H", "H", "H", "H", "H", "H", "H", "H", "H", "H", "H", "C", "C", "C", "C", "C", "C", "N", "O", "C", "C", "C", "H", "H", "H", "H", "H", "H", "H", "H", "H", "H", "H", "H", "H", "H", "H", "H", "H", "H", "H", "C", "C", "C", "C", "C", "C", "N", "O", "C", "C", "C", "H", "H", "H", "H", "H", "H", "H", "H", "H", "H", "H", "H", "H", "H", "H", "H", "H", "H", "H", "C", "O", "N", "N", "H", "H", "H", "H", "C", "C", "O", "O", "H", "H", "H", "H", "H", "H", "C", "C", "O", "O", "H", "H", "H", "H", "H", "H"], "xyz": [[13.3673, 12.9286, 9.0571], [14.2828, 12.1787, 9.9940], [14.9863, 10.9638, 9.2131], [16.1770, 11.4593, 8.4512], [17.2577, 12.0927, 9.3530], [16.6460, 13.3723, 10.0364], [15.3386, 12.9402, 10.7029], [14.6770, 14.1074, 11.2610], [17.5376, 13.8254, 11.1949], [16.5038, 14.5777, 9.0851], [13.3885, 11.3951, 11.0547], [13.7763, 13.4490, 8.1889], [12.8869, 13.8166, 9.4903], [12.5397, 12.2783, 8.7548], [15.2852, 10.2708, 10.0576], [14.3611, 10.3735, 8.5686], [15.8629, 12.0419, 7.5789], [16.7441, 10.6320, 7.9247], [18.1033, 12.3383, 8.7564], [17.5683, 11.3914, 10.0943], [17.6339, 13.0812, 12.0255], [18.5114, 14.0411, 10.7630], [17.1971, 14.7510, 11.6621], [16.2655, 14.3360, 8.0480], [15.7358, 15.1946, 9.5085], [17.4911, 15.1264, 9.0002], [12.8105, 12.0496, 11.7118], [14.0331, 10.6693, 11.6343], [12.7221, 10.7440, 10.4882], [14.8681, 14.0194, 12.1972], [11.2746, 12.6024, 16.7252], [11.5128, 13.7938, 17.5915], [10.4411, 14.8359, 17.3781], [9.1156, 14.5307, 18.0004], [9.2654, 14.3269, 19.5202], [10.2786, 13.1409, 19.7772], [11.5028, 13.5390, 19.0396], [12.4236, 12.4425, 19.3722], [10.6062, 13.1024, 21.2927], [9.6840, 11.7821, 19.3480], [12.7937, 14.3935, 17.1500], [10.3465, 12.1582, 16.9312], [12.0438, 11.7938, 16.8679], [11.2418, 12.9333, 15.6570], [10.7861, 15.8174, 17.6907], [10.2990, 14.9049, 16.2875], [8.6391, 13.6756, 17.5056], [8.4352, 15.3828, 17.8247], [8.3476, 14.0888, 20.0037], [9.6307, 15.2381, 20.0539], [11.0324, 12.0764, 21.5097], [11.4677, 13.7286, 21.5000], [9.8193, 13.2198, 21.9192], [8.9274, 11.3557, 20.0375], [9.1089, 11.7473, 18.4457], [10.5313, 11.0880, 19.2382], [12.8348, 14.9562, 16.2190], [13.5610, 13.6051, 17.0937], [13.1408, 15.0825, 17.9265], [12.9845, 12.8582, 20.0352], [12.2698, 9.5346, 14.8673], [12.8663, 8.2360, 15.4395], [12.8813, 7.1637, 14.2980], [13.6658, 5.9224, 14.6534], [15.1122, 6.3261, 15.0581], [15.1217, 7.3645, 16.2427], [14.2924, 8.4984, 15.8116], [14.2383, 9.2672, 17.0684], [14.9029, 6.5922, 17.5751], [16.5787, 7.8540, 16.3389], [12.0653, 7.5301, 16.5052], [11.1631, 9.4292, 14.7438], [12.5643, 9.6860, 13.7721], [12.6181, 10.3404, 15.4563], [11.8922, 6.7799, 14.0208], [13.2571, 7.5953, 13.3496], [13.7698, 5.2394, 13.8012], [13.1359, 5.4498, 15.4771], [15.5932, 6.7743, 14.1958], [15.7575, 5.4872, 15.2908], [15.5871, 5.7914, 17.5369], [15.2255, 7.1714, 18.3803], [13.8568, 6.3438, 17.7341], [17.3328, 7.0226, 16.3317], [16.7964, 8.5842, 15.5689], [16.7954, 8.4284, 17.2240], [12.0309, 8.0155, 17.4179], [12.4257, 6.5227, 16.6782], [11.0339, 7.4647, 16.1458], [14.6267, 10.1020, 16.8531], [18.9060, 9.5287, 19.3122], [19.7970, 10.3796, 18.4461], [19.3701, 10.3582, 16.9685], [20.0818, 11.3510, 16.0493], [19.9976, 12.6997, 16.6531], [20.3691, 12.8136, 18.1143], [19.6200, 11.8216, 18.9051], [20.0330, 12.0218, 20.2756], [21.9119, 12.6949, 18.2573], [19.8782, 14.1572, 18.6577], [21.2217, 9.7512, 18.5679], [19.4447, 9.2554, 20.2068], [18.6375, 8.6270, 18.7781], [18.0091, 10.0536, 19.5303], [19.4986, 9.2938, 16.7079], [18.2393, 10.5418, 16.9578], [19.5516, 11.3543, 15.0809], [21.0816, 11.0642, 15.7967], [18.9995, 13.0502, 16.5530], [20.7213, 13.3665, 16.2222], [22.3484, 13.6353, 17.9921], [22.0731, 12.4769, 19.3085], [22.3659, 11.9385, 17.6333], [20.2566, 14.9180, 17.9722], [18.7891, 14.2588, 18.6133], [20.1954, 14.3240, 19.6405], [21.0612, 8.6770, 18.7163], [21.8132, 10.1525, 19.4213], [21.8397, 9.9298, 17.7189], [19.3261, 12.5025, 20.7453], [17.2691, 8.2784, 10.9342], [17.7262, 7.6515, 9.9894], [15.9614, 8.0852, 11.4190], [17.9767, 9.2943, 11.6076], [15.5138, 7.2143, 11.1900], [15.7104, 8.4986, 12.3271], [17.6506, 9.5688, 12.5218], [18.9576, 9.3068, 11.3566], [16.0957, 12.8372, 19.4108], [16.5926, 13.6528, 20.6095], [17.6567, 13.0530, 21.3271], [17.0218, 12.7800, 18.3329], [15.2071, 13.3312, 19.0527], [15.7730, 11.8207, 19.7955], [15.7096, 13.8981, 21.2655], [17.0594, 14.5238, 20.1869], [17.2171, 12.2342, 21.6800], [17.9239, 12.4659, 18.6513], [15.7048, 12.4012, 15.1774], [15.2617, 11.5281, 14.0546], [15.6978, 10.2099, 14.0404], [15.1722, 11.8959, 16.4237], [15.2576, 13.3450, 14.9570], [16.7902, 12.4576, 15.2295], [15.6887, 12.0660, 13.1781], [14.1637, 11.6185, 13.8417], [15.2424, 9.6065, 14.7107], [15.6066, 12.2978, 17.1242]], "forces_ev_per_a": [[-0.99, 1.50, -0.17], [0.05, -2.34, -0.16], [0.82, 0.63, 2.36], [1.97, -1.46, -1.04], [-2.58, 1.49, -0.18], [-0.29, -0.68, 0.37], [-0.06, 0.09, -0.37], [0.44, -0.46, -0.37], [0.18, -0.33, 0.53], [1.29, -0.28, -0.37], [1.27, -0.09, -0.26], [0.67, -0.80, -0.31], [-0.03, -0.41, 0.73], [0.28, 0.03, -0.19], [0.08, 0.57, -1.12], [-0.87, 0.16, -0.18], [0.05, 0.62, 0.39], [-0.88, 0.29, 0.63], [0.80, 0.55, -0.42], [0.08, -0.57, 0.63], [-0.06, 0.29, -0.87], [0.31, -0.07, 0.20], [-0.17, 0.07, -0.17], [-0.31, -0.30, 0.13], [-0.22, 0.70, 0.01], [-1.11, -0.43, 0.39], [0.10, -0.06, -0.04], [-0.56, 1.08, -0.33], [-0.27, 0.18, -0.03], [-0.03, 0.02, 0.20], [0.98, -1.07, -1.23], [-0.97, 0.07, 0.19], [-0.46, 0.39, -1.20], [-1.00, 0.67, 0.85], [1.40, -0.51, -0.28], [-1.65, 1.53, -0.21], [0.89, -1.11, 1.38], [0.25, 0.69, -0.73], [3.67, -2.55, -2.47], [0.12, -0.62, 0.63], [2.56, 0.21, 1.09], [-1.32, -0.64, 0.13], [-0.55, 0.99, -0.17], [0.29, -0.38, 0.72], [0.17, 0.12, 0.28], [0.10, 0.12, 0.20], [0.11, -0.01, 0.29], [0.18, -0.28, 0.00], [-0.97, -0.35, 0.24], [0.01, -0.51, -0.67], [-0.58, 0.84, -0.14], [-0.31, 0.70, 0.21], [-2.52, 0.78, 1.72], [0.78, 0.40, 0.36], [0.02, 0.50, -0.86], [-0.46, -0.01, 0.15], [-0.65, -0.22, -0.18], [-0.15, 0.23, -0.13], [0.00, 0.15, -0.01], [0.06, -0.06, -0.08], [-0.57, -1.45, -1.96], [0.32, -1.44, -1.76], [0.36, 0.14, -1.17], [1.62, 0.22, 0.15], [-1.03, 0.58, 0.42], [1.73, -1.95, -1.24], [-0.38, 0.41, 2.11], [-0.85, -1.10, -0.46], [-1.58, 1.16, -1.50], [0.62, 0.00, -0.13], [-0.94, -0.26, -0.91], [0.73, 0.36, 0.78], [0.23, -0.17, 1.50], [-0.23, 1.10, 0.50], [-0.29, 0.69, 0.38], [0.15, 0.02, 0.44], [-0.46, 0.02, 0.20], [0.32, -0.59, -0.16], [0.01, 0.38, -0.34], [-0.11, -0.31, 0.35], [0.33, -1.41, -0.09], [0.28, 1.23, 1.37], [0.40, -0.56, 0.18], [-0.81, 0.58, -0.24], [0.22, -0.24, -0.64], [-0.29, 0.05, 0.75], [0.09, 1.18, 1.90], [-0.25, 0.16, -0.04], [0.05, -0.10, 0.03], [0.54, 1.42, -0.40], [0.27, -0.21, -0.41], [1.05, 1.07, 0.36], [-1.57, -0.63, 0.58], [-1.04, -1.17, -0.40], [0.51, 0.55, 0.65], [0.28, -0.26, 0.55], [0.14, -0.48, 0.12], [0.39, -0.99, -0.22], [-1.14, -0.10, 0.66], [-0.19, 0.25, -2.13], [-0.24, 0.58, 1.19], [-0.13, -0.01, 0.44], [-0.01, -0.37, -0.11], [-0.93, 0.44, 0.41], [-0.02, 0.41, -0.45], [1.34, -0.08, -0.17], [0.14, 0.01, 0.26], [0.78, -0.32, 0.17], [-0.94, 0.66, -0.34], [-0.09, 0.60, -0.89], [0.35, 0.66, -0.03], [0.53, 0.07, 0.04], [-0.07, -0.22, -0.11], [0.17, 0.29, 0.28], [0.21, -0.24, -0.03], [0.67, 0.40, 1.35], [0.33, 0.17, -0.14], [-0.71, -0.36, -0.27], [0.31, -0.09, -0.85], [-0.25, -0.27, -0.62], [-0.33, 0.05, 0.51], [-0.29, 0.56, 0.70], [0.83, 0.65, 0.52], [-0.66, -1.15, -1.06], [0.16, 0.02, -0.16], [0.21, -0.22, -0.71], [0.22, 0.11, 0.03], [-0.29, 0.13, 0.38], [0.47, -0.76, 1.00], [-0.53, 0.31, -0.70], [-1.34, -1.79, 0.79], [-0.11, -0.15, 0.75], [-0.44, 0.16, -0.30], [0.37, 0.63, -0.57], [0.92, -0.07, -0.43], [-0.26, 0.87, 0.02], [1.16, 0.82, -0.13], [-0.56, -0.24, -0.21], [-0.55, -1.36, 1.29], [-0.69, 0.96, -1.57], [0.31, -1.19, 0.37], [-1.36, -1.20, -2.74], [-0.07, 1.14, 0.04], [0.15, 0.08, 0.04], [-0.02, -0.69, 0.03], [0.60, -0.20, 0.68], [0.01, 0.86, -0.62], [1.74, 1.17, 2.09]], "mulliken_charge": [-1.8889, 1.1616, -0.2198, -0.7703, -1.0023, 1.6333, 1.0847, -0.6316, -1.7794, -1.7888, -1.2781, 0.2910, 0.4085, 0.4171, -0.5065, 0.5329, 0.3666, 0.4075, 0.4570, 0.1022, 0.0618, 0.5276, 0.4541, 0.3123, 0.3740, 0.4209, 0.4515, -0.2545, 0.5161, 0.3351, -1.8783, 2.7724, -1.4680, -0.5559, -1.3092, 1.8582, 0.0190, -0.3598, -2.0749, -1.7650, -2.0293, 0.4156, 0.0766, 0.4744, 0.4001, 0.3800, 0.3095, 0.3853, 0.5010, 0.3677, 0.3413, 0.3618, 0.5541, 0.4127, 0.3673, 0.3337, 0.3617, -0.1213, 0.5638, 0.2338, -0.1913, 1.4165, -1.0974, -0.8160, -1.1921, 2.0307, 1.3971, -0.7050, -1.8137, -2.2418, -2.1707, 0.5509, -0.0562, -0.8980, 0.3646, 0.2183, 0.5345, 0.3085, 0.3127, 0.5287, 0.5169, 0.3635, 0.2933, 0.5103, 0.0918, 0.3692, 0.4011, 0.3802, 0.4428, -0.0350, -2.0233, 1.8476, 0.0865, -0.9817, -1.3632, 2.1660, 0.3976, -0.6672, -1.9600, -1.9010, -1.9021, 0.3629, 0.5920, 0.2106, 0.6269, -0.7965, 0.2475, 0.5875, 0.1784, 0.4889, 0.5176, 0.3847, 0.3074, 0.5127, 0.0516, 0.5883, 0.4883, 0.3048, 0.3732, 0.4748, 0.4949, -0.7062, -0.1865, -0.2997, 0.2435, -0.2143, 0.0313, 0.2262, 0.2141, -1.0460, -0.5370, -0.1716, -0.1360, 0.2958, 0.3506, 0.3939, 0.3333, -0.1059, -0.1020, 0.4541, 0.9173, 0.8213, 0.4639, -0.3888, -0.5155, -0.1583, -0.5467, -0.2645], "lumo_energy_ev": 0.30, "e_tot_ha": -2622.87827, "smiles": "CC1(C)CCCC(C)(C)N1O.CC1(C)CCCC(C)(C)N1O.CC1(C)CCCC(C)(C)N1O.CC1(C)CCCC(C)(C)N1O.NC(N)=O.OCCO.OCCO"}